DFT (ωB97M-V/def2-TZVPD) results for a 2-piece molecular cluster, C23H29Cl2OSi overall at a distorted geometry.

XYZ file:
```
56
Properties=species:S:1:pos:R:3:forces:R:3:nbo_charge:R:1
C 1.338970 -5.873083 -2.318463 -0.1 0.1 0.2 -0.594
C 1.104226 -4.367502 -2.263874 0.1 1.1 -0.1 -0.458
C 0.503954 -3.799326 -0.996968 0.7 1.2 0.7 0.387
C 1.101220 -3.024882 -0.024623 0.5 -1.9 -2.1 -0.355
C 0.680442 -3.164783 1.386253 -0.4 0.5 1.0 -0.634
O -0.823850 -4.036376 -0.868141 -1.2 0.6 -0.4 -0.859
Si -1.871022 -2.662456 -1.332345 1.9 -2.3 0.7 1.903
C -2.950780 -3.433216 -2.625776 -0.5 0.2 -0.2 -1.155
C -2.631377 -2.269231 0.310961 -0.6 0.5 0.1 -1.157
C -0.763120 -1.317095 -2.006728 0.1 0.5 -0.1 -1.160
H 1.701322 -6.132222 -3.315563 0.0 -0.1 0.1 0.215
H 2.091481 -6.167753 -1.589938 0.0 -0.1 0.1 0.211
H 0.417447 -6.425240 -2.132032 0.0 0.0 0.0 0.215
H 2.047399 -3.839049 -2.398303 0.2 -0.1 -0.2 0.211
H 0.464297 -4.102256 -3.116123 0.0 0.1 0.1 0.197
H 2.077932 -2.559008 -0.220884 -0.2 -0.6 0.0 0.199
H 1.576415 -3.068129 1.999427 -0.1 -0.1 0.2 0.217
H -0.013459 -2.401715 1.738974 -0.1 0.2 0.2 0.176
H 0.202595 -4.124972 1.624665 0.2 0.2 -0.3 0.229
H -3.674356 -2.711154 -3.032069 0.1 -0.2 0.0 0.240
H -2.362012 -3.822582 -3.469232 0.0 0.2 0.3 0.257
H -3.513315 -4.281045 -2.210976 0.1 0.2 0.0 0.260
H -3.334443 -1.428052 0.218833 0.0 -0.2 0.2 0.228
H -3.184077 -3.143665 0.686968 0.1 0.3 -0.2 0.265
H -1.895114 -2.007944 1.084288 -0.1 -0.1 -0.4 0.240
H -1.355904 -0.463586 -2.361433 0.0 -0.3 0.0 0.230
H -0.063840 -0.928928 -1.246828 -0.3 -0.2 -0.2 0.238
H -0.135850 -1.640784 -2.853893 -0.3 -0.1 0.3 0.261
Cl 2.147637 6.889388 6.428797 -0.2 -0.1 -0.2 0.099
C 1.554836 5.710595 5.332419 -0.2 -0.6 -0.4 0.048
C 0.922738 4.553176 5.825636 0.2 0.0 -0.3 -0.244
C 0.521099 3.565947 4.935655 -0.1 0.2 0.0 -0.097
C 0.720792 3.688911 3.534057 -0.2 0.2 0.0 -0.170
C 0.281262 2.604259 2.687741 0.7 -0.8 0.0 0.079
C 0.565695 2.425782 1.332316 0.8 0.0 -0.2 -0.317
C -0.005548 1.516868 0.417239 -0.4 1.5 0.7 0.117
C -0.084876 1.944641 -0.976492 0.2 0.3 -0.6 -0.155
C -1.280009 1.871251 -1.747009 0.5 -0.6 0.0 -0.121
C -1.289608 2.202855 -3.101784 0.4 0.2 0.3 -0.237
C -0.110743 2.669355 -3.711893 -0.1 0.1 0.8 0.017
Cl -0.089783 3.013966 -5.394999 0.0 0.0 0.2 0.085
C 1.032966 2.912808 -2.933173 -0.2 -0.1 0.1 -0.236
C 1.032610 2.574459 -1.585906 -0.2 -0.2 -0.1 -0.130
C 1.304298 4.898115 3.057633 0.0 0.1 0.5 -0.110
C 1.708704 5.896723 3.946475 -0.1 -0.5 -0.3 -0.240
H 0.772036 4.445275 6.898798 0.0 0.0 -0.3 0.254
H 0.022756 2.674666 5.316827 0.2 0.2 0.0 0.232
H -0.263245 1.798659 3.185126 -0.2 0.3 0.0 0.224
H 1.294830 3.127317 0.909662 -0.7 0.1 0.0 0.220
H -0.500666 0.597212 0.763638 -0.2 0.6 -0.2 0.242
H -2.192648 1.511524 -1.270769 0.2 0.0 -0.2 0.233
H -2.189319 2.111053 -3.707045 0.1 0.0 0.3 0.252
H 1.904804 3.373582 -3.391238 -0.1 -0.2 0.1 0.250
H 1.928310 2.738953 -0.991819 0.0 -0.1 -0.3 0.221
H 1.401150 5.058044 1.988107 0.1 0.1 0.2 0.227
H 2.154740 6.820654 3.585826 -0.1 -0.2 0.0 0.252
```
Positions in Å, forces in eV/Å.

Output
HOMO-LUMO gap: 3.85 eV
LUMO level: -0.2222 hartree
E: -59284.3544 eV
total charge: +1

DFT (ωB97M-V/def2-TZVPD) results for C5H10AgO3 as an isolated structure at a distorted geometry.

XYZ file:
```
19
Properties=species:S:1:pos:R:3:forces:R:3:nbo_charge:R:1
C 1.393199 0.052646 2.564924 0.1 -0.1 0.0 -0.244
O 0.968169 0.228372 1.226411 1.1 -1.0 0.9 -0.601
C 1.436384 -0.767817 0.287804 0.1 1.9 0.2 -0.079
C 1.032797 -0.371554 -1.118304 0.0 -2.6 -2.3 -0.744
H 0.934846 0.859244 3.147221 0.3 -0.2 -0.1 0.207
H 1.064344 -0.918839 2.962882 0.0 0.2 -0.1 0.178
H 2.491678 0.097862 2.593191 -0.2 0.1 0.2 0.176
H 1.109715 -1.769227 0.608070 -0.4 0.3 -0.4 0.198
H 2.533334 -0.776451 0.396774 -0.1 0.0 -0.3 0.188
H 1.759782 -1.038462 -1.621023 -0.4 -1.6 0.0 0.226
H 1.042878 0.046707 -2.141304 0.0 2.6 1.6 0.327
O -2.278667 0.352366 0.443326 -4.2 -2.7 -2.8 -0.669
C -2.732690 0.110218 -0.741672 0.6 1.4 4.1 0.338
C -1.970062 0.589526 -1.860676 1.5 2.1 0.1 -0.094
O -1.345472 1.758193 -1.494020 -1.7 -0.6 -3.4 -0.779
Ag -0.460229 1.285781 0.206081 2.4 2.1 1.4 0.886
H -3.805109 -0.106844 -0.873096 0.4 -0.7 0.1 0.155
H -2.581990 0.656954 -2.779708 0.8 -0.4 -0.1 0.184
H -0.592906 -0.288673 -1.806881 -0.2 -0.7 0.7 0.148
```
Positions in Å, forces in eV/Å.

Output
spin multiplicity: 2
<S²>: 0.796
HOMO-LUMO gap (alpha / beta): 7.77 / 7.02 eV
LUMO level (alpha / beta): 0.0223 / -0.0251 hartree
E: -15479.3722 eV

DFT (ωB97M-V/def2-TZVPD) results for C8H18Cl2GdO2PS as an isolated structure at a distorted geometry.

XYZ file:
```
33
Properties=species:S:1:pos:R:3:forces:R:3:mulliken_spin:R:1
C 0.808236 5.114731 -2.389815 0.2 0.7 0.1 0.001
C 0.725970 3.844331 -1.703948 -0.3 -3.3 -0.9 -0.024
H 0.966990 4.923960 -3.453743 -0.1 -0.1 0.1 -0.001
H 1.645122 5.697682 -1.984649 -0.2 0.0 0.1 0.000
H -0.126192 5.677506 -2.237552 0.2 -0.1 0.1 0.000
O 0.661245 2.687389 -2.106353 0.2 4.5 1.5 0.030
Cl 0.683664 4.105219 0.465410 0.1 1.1 -2.2 0.019
Gd 0.508375 1.612280 -0.003787 -0.6 -3.3 1.5 6.564
P -2.137040 0.386098 -0.439611 -2.1 0.6 0.5 0.197
C -2.929811 -0.872535 -1.491545 0.6 -0.5 -0.5 0.007
C -3.083929 0.124475 1.106197 0.5 0.1 0.4 0.006
H -2.544908 2.800677 -0.554190 -0.2 -0.2 -0.1 0.002
H -3.984939 1.835648 -1.019177 0.3 0.2 -0.1 -0.004
H -2.626587 2.032648 -2.176519 -0.1 0.0 0.3 0.004
C -2.891048 1.917327 -1.114051 0.1 0.2 -0.1 0.003
H -2.687241 0.782937 1.890377 -0.3 -0.2 -0.2 -0.001
H -4.150279 0.331565 0.934163 0.3 -0.1 0.0 0.006
H -4.013625 -0.686264 -1.562688 0.4 0.1 0.2 0.004
H -2.767833 -1.873880 -1.064468 -0.1 0.3 -0.2 0.000
H -2.959451 -0.917879 1.434863 0.0 0.3 -0.1 -0.002
H -2.498930 -0.852625 -2.502231 -0.2 -0.1 0.2 0.000
C 0.194919 -0.765055 -1.262236 1.3 -3.8 -2.6 0.034
O 0.231191 -1.773426 -1.826892 -0.6 3.4 2.1 0.005
Cl 0.021694 1.408517 2.401620 0.1 0.0 -0.1 0.123
C 3.904204 0.098588 1.525156 0.3 0.3 0.3 0.002
S 2.668954 -0.069745 0.217882 0.7 -0.2 0.3 0.022
C 3.213050 -1.588398 -0.595955 -0.2 -0.4 -0.3 0.000
H 3.564577 0.885285 2.205532 0.1 -0.2 -0.1 -0.001
H 4.868494 0.380310 1.082905 -0.3 -0.1 0.1 0.001
H 4.010269 -0.837857 2.085654 -0.2 0.2 -0.2 0.000
H 4.296439 -1.705828 -0.447640 -0.4 0.2 -0.1 0.000
H 2.672235 -2.442789 -0.167976 0.3 0.3 -0.1 0.000
H 2.981766 -1.505157 -1.662617 0.2 -0.1 0.2 0.000
```
Positions in Å, forces in eV/Å.

Output
spin multiplicity: 8
<S²>: 16.058
HOMO-LUMO gap (alpha / beta): 7.59 / 5.80 eV
LUMO level (alpha / beta): -0.3030 / -0.3681 hartree
E: -78671.6486 eV
total charge: +2

DFT (ωB97M-V/def2-TZVPD) results for one molecule with the formula C4H11OP at a distorted geometry.

XYZ file:
```
17
Properties=species:S:1:pos:R:3:forces:R:3:nbo_charge:R:1
C 1.416199 -1.905248 -0.639353 0.5 3.0 -1.7 -0.906
P 0.116403 -0.693086 -1.230796 0.1 -0.9 1.1 0.505
C -0.346794 0.426054 0.232022 -1.7 -1.6 0.0 0.034
C -1.596581 1.147005 -0.426385 3.3 1.7 0.6 -0.661
C 0.769948 1.285058 0.780597 -0.3 0.0 -2.9 -0.643
O -0.782166 -0.516388 1.262387 -0.3 0.8 0.2 -0.754
H 2.441118 -1.570960 -0.535536 0.1 0.7 -0.3 0.223
H 1.402096 -2.501100 -1.489940 0.3 -1.5 -1.7 0.222
H 1.276068 -2.506027 0.149717 -1.3 -1.9 3.1 0.219
H -0.975650 -1.657675 -0.966827 0.8 1.0 -0.3 -0.009
H -2.435212 0.538189 -0.355324 -1.4 -1.2 -0.4 0.227
H -1.805996 2.092170 0.053442 -0.2 0.3 0.6 0.208
H -1.259173 1.486283 -1.421404 -0.7 -0.6 0.0 0.226
H 0.949508 2.018977 -0.067274 0.6 -0.6 1.3 0.215
H 1.585351 0.631312 1.034890 0.8 -0.1 -0.4 0.223
H 0.550020 1.755748 1.690761 -0.9 1.1 1.1 0.213
H -1.305137 -0.030314 1.929024 0.4 -0.2 -0.4 0.460
```
Positions in Å, forces in eV/Å.

Output
structure (SMILES): CPC(C)(C)O
HOMO-LUMO gap: 9.77 eV
LUMO level: 0.0317 hartree
E: -15661.2335 eV

DFT (ωB97M-V/def2-TZVPD) results for a 2-piece molecular cluster, C2H6BrOS overall at a distorted geometry.

XYZ file:
```
11
Properties=species:S:1:pos:R:3:forces:R:3:nbo_charge:R:1
Br 2.523091 2.996727 -0.920182 0.0 0.0 -0.1 -0.986
C -0.267909 0.788727 -0.672182 -3.5 2.2 0.6 -0.862
S 0.132091 0.092727 0.915818 1.8 2.1 -0.3 1.276
O -0.837909 0.535727 1.967818 -0.3 -0.7 -0.8 -0.986
C -0.129909 -1.574273 0.440818 4.0 -1.0 1.9 -0.845
H 0.336091 0.445727 -1.432182 1.5 -1.3 -1.4 0.240
H -0.090909 1.899727 -0.760182 -0.2 -1.0 0.8 0.300
H -1.376909 0.556727 -0.902182 1.6 0.3 0.3 0.191
H -1.107909 -1.770273 0.299818 -3.3 -0.9 -0.7 0.210
H 0.248091 -2.009273 1.405818 -0.7 -0.4 -0.9 0.223
H 0.572091 -1.962273 -0.343182 -0.8 0.8 0.5 0.239
```
Positions in Å, forces in eV/Å.

Output
HOMO-LUMO gap: 6.99 eV
LUMO level: 0.1207 hartree
E: -85097.4990 eV
total charge: -1

DFT (ωB97M-V/def2-TZVPD) results for a 2-piece molecular cluster, C5H10ClNO2 overall at a distorted geometry.

XYZ file:
```
19
Properties=species:S:1:pos:R:3:forces:R:3:nbo_charge:R:1
C -1.139787 1.180473 1.150390 3.7 -1.9 1.0 -0.668
C -1.295587 0.967831 -1.481549 -0.7 -1.5 -0.6 -0.659
C 1.244011 -2.240287 0.854364 0.7 0.0 -1.6 -0.245
C -0.317915 -0.805129 0.003228 -0.8 0.0 -1.9 0.132
C -1.043009 0.352905 -0.115327 1.7 -1.5 1.7 -0.040
N 1.796528 0.799957 -0.227751 0.3 -2.0 -1.0 0.070
O 1.548508 1.798742 0.321904 0.2 2.2 1.0 -0.215
O 0.186434 -1.407292 1.112688 -2.6 1.9 0.5 -0.520
Cl 1.893621 0.692853 -2.021596 0.9 -0.1 -0.4 0.061
H -0.284436 1.877525 1.010209 -1.5 0.6 0.2 0.244
H -0.704965 0.640248 2.126988 -1.5 0.6 -2.2 0.227
H -2.101440 1.536316 1.290388 -1.6 1.3 0.5 0.216
H -1.894610 0.172680 -2.095793 1.3 1.5 0.7 0.227
H -0.287768 1.209447 -1.943711 -1.8 -0.2 0.3 0.232
H -1.932473 1.866776 -1.435327 0.4 -0.3 0.1 0.223
H 0.914541 -3.143532 0.267305 0.5 0.6 0.6 0.170
H 1.540646 -2.472577 1.859782 1.1 -0.6 0.0 0.206
H 1.951572 -1.611042 0.215594 0.0 -1.3 1.0 0.177
H -0.073871 -1.415895 -0.891785 -0.3 0.6 0.2 0.162
```
Positions in Å, forces in eV/Å.

Output
spin multiplicity: 3
<S²>: 2.011
HOMO-LUMO gap (alpha / beta): 8.39 / 5.26 eV
LUMO level (alpha / beta): 0.0217 / -0.1064 hartree
E: -23447.8365 eV

DFT (ωB97M-V/def2-TZVPD) results for an isolated ion of composition C15H23F3I2O2PSSi and charge -1 at a distorted geometry.

XYZ file:
```
48
Properties=species:S:1:pos:R:3:forces:R:3:nbo_charge:R:1
C 0.269870 5.412594 1.831745 0.1 0.1 -0.2 -0.681
C -0.626321 4.536572 1.009223 0.0 0.2 0.1 -0.158
I -1.910501 5.742399 -0.180994 -0.1 0.0 0.0 0.087
C -0.656561 3.213861 1.005583 0.0 -0.2 0.0 -0.456
I 0.721630 2.331230 2.376819 -0.2 0.1 -0.1 0.145
P -1.784572 2.174017 -0.156683 -0.1 0.3 -1.0 1.017
F -3.122651 2.792838 0.625574 -0.1 -0.2 0.1 -0.629
C -0.276183 1.444819 -1.151730 -0.3 0.6 -0.4 0.442
F 0.798575 1.044302 -0.421663 0.3 -0.3 0.2 -0.369
F 0.209227 2.545696 -1.880330 0.1 0.0 0.1 -0.397
C -0.592944 0.402171 -2.194828 0.1 -0.5 0.1 -0.460
C -0.593417 -1.045520 -1.686788 0.2 -0.4 -0.6 -0.883
Si 1.108177 -1.866101 -1.491203 -0.1 0.4 0.7 1.664
C 2.534636 -0.786931 -2.058663 0.0 0.0 -0.2 -1.120
C 1.203838 -3.477684 -2.455428 0.3 0.3 0.2 -1.110
C 1.305647 -2.235292 0.347407 0.1 -0.3 0.0 -0.462
C 2.167545 -1.539969 1.195445 -0.2 -0.3 0.3 -0.121
C 2.195850 -1.814793 2.562024 -0.2 -0.2 0.0 -0.231
C 1.371795 -2.795939 3.105780 -0.1 0.0 -0.4 -0.214
C 0.508071 -3.506243 2.278347 0.4 0.4 -0.3 -0.204
C 0.487609 -3.219252 0.916060 0.1 0.0 0.2 -0.194
S -1.959000 0.423561 1.323733 -0.4 -0.2 0.9 1.801
C -3.365142 -0.515705 0.678480 0.1 0.3 -0.2 -0.879
O -2.417029 0.933040 2.609249 0.0 -0.1 0.2 -0.991
O -0.851603 -0.524329 1.350940 0.0 -0.1 -0.1 -1.006
H 0.108993 5.241344 2.890725 0.0 0.0 0.2 0.229
H 0.106240 6.458266 1.608648 0.0 0.2 0.0 0.216
H 1.303438 5.166607 1.605555 0.2 0.0 0.1 0.227
H -2.689967 1.395248 -0.968398 0.1 -0.2 0.2 -0.148
H -1.831470 3.211552 -1.113487 0.2 0.1 0.1 -0.110
H 0.169706 0.501934 -2.963301 0.1 0.1 -0.2 0.206
H -1.534148 0.636161 -2.679631 -0.3 0.2 0.1 0.218
H -1.114915 -1.652527 -2.432595 -0.1 0.0 -0.1 0.217
H -1.133956 -1.184792 -0.757093 0.0 0.1 0.1 0.267
H 3.401668 -1.384275 -2.331976 0.1 -0.2 0.1 0.225
H 2.829501 -0.092390 -1.281861 0.0 0.1 0.2 0.251
H 2.299725 -0.176277 -2.927232 -0.2 0.0 -0.2 0.234
H 1.147535 -3.261829 -3.520513 -0.2 -0.1 -0.2 0.226
H 0.473211 -4.222737 -2.159996 -0.3 0.0 -0.1 0.231
H 2.186672 -3.909129 -2.271936 0.2 -0.1 0.0 0.231
H 2.796946 -0.754033 0.809513 0.1 0.1 -0.1 0.198
H 2.841269 -1.259032 3.225908 0.1 0.1 0.0 0.201
H 1.377852 -3.006609 4.164013 0.1 0.1 0.2 0.200
H -0.144690 -4.254538 2.694689 -0.2 -0.2 0.0 0.198
H -0.203835 -3.765784 0.284767 -0.1 0.0 -0.1 0.192
H -4.267359 -0.045168 1.040398 -0.2 0.1 0.0 0.239
H -3.350351 -0.512518 -0.405762 0.0 -0.1 -0.1 0.227
H -3.265566 -1.526609 1.052833 0.1 -0.1 0.2 0.233
```
Positions in Å, forces in eV/Å.

Output
HOMO-LUMO gap: 7.42 eV
LUMO level: 0.0916 hartree
E: -72379.7292 eV
total charge: -1

- The highest E belongs to which entry?
  C5H10AgO3

- Which of these has the lowest E?
  C2H6BrOS

- Among the records above, which one has the highest E?
  C5H10AgO3